# 1
Density functional theory data (the ωB97M-V functional and the def2-TZVPD basis) for a structure of composition C27H46FN3O6P2S2SiTi.

Atoms and positions in Å:
Ti 1.058 0.359 -0.964
C -2.748 1.716 -2.308
P -1.825 1.177 -0.769
C -3.219 0.418 0.100
C -1.789 2.823 0.220
C -3.126 3.545 0.492
P -3.898 3.018 2.066
C -5.006 4.400 2.145
C -2.689 3.416 3.420
H -3.804 1.800 -2.017
H -2.611 0.915 -3.054
H -2.334 2.656 -2.683
H -4.079 1.010 -0.093
H -3.084 0.413 1.181
H -3.404 -0.598 -0.294
H -1.112 3.458 -0.336
H -1.289 2.566 1.188
H -3.844 3.412 -0.366
H -2.886 4.619 0.609
H -4.463 5.352 2.142
H -5.628 4.350 3.054
H -5.669 4.354 1.234
H -2.719 4.528 3.733
H -1.681 3.173 3.079
H -2.911 2.877 4.322
C 1.743 5.089 -0.713
Si 2.354 3.423 -1.391
C 4.182 3.061 -1.429
C 1.612 3.262 -3.108
N 1.831 2.095 -0.332
C 1.990 2.170 1.033
C 2.835 3.036 1.812
C 3.040 2.893 3.187
C 2.514 1.804 3.852
C 1.663 0.926 3.150
C 1.342 1.235 1.861
F 0.504 0.347 1.121
H 2.028 5.216 0.355
H 0.656 5.024 -0.931
H 2.152 5.997 -1.200
H 4.540 2.614 -2.388
H 4.333 2.268 -0.657
H 4.785 3.927 -1.154
H 2.015 4.129 -3.650
H 0.517 3.392 -3.214
H 2.044 2.350 -3.597
H 3.289 3.898 1.330
H 3.550 3.755 3.592
H 2.843 1.654 4.872
H 1.182 0.095 3.551
O -0.570 -0.847 -4.358
S 0.299 -0.909 -3.207
O 1.142 0.367 -2.993
O -0.304 -1.131 -1.840
C 1.520 -2.211 -3.528
C 1.283 -2.913 -4.696
C 2.337 -3.624 -5.257
C 3.598 -3.631 -4.707
C 3.845 -2.946 -3.522
C 2.779 -2.330 -2.886
S 3.270 -1.428 -1.419
O 4.278 -2.319 -0.852
O 1.958 -1.380 -0.553
O 3.486 0.004 -1.755
H 0.324 -2.929 -5.156
H 2.005 -4.041 -6.207
H 4.462 -4.126 -5.178
H 4.797 -2.976 -3.030
C -1.277 -6.244 1.266
C -2.521 -5.468 1.092
N -2.369 -4.015 1.524
C -2.109 -3.997 3.025
C -0.945 -4.908 3.374
N -0.310 -5.441 2.131
C 0.155 -4.194 1.358
C -1.130 -3.450 0.922
H -0.737 -6.457 0.285
H -1.361 -7.201 1.710
H -3.405 -5.927 1.574
H -2.906 -5.589 0.034
H -3.034 -4.317 3.524
H -1.812 -2.949 3.308
H -1.265 -5.727 4.033
H -0.174 -4.348 3.955
H 0.515 -5.985 2.412
H 0.807 -4.464 0.544
H 0.764 -3.608 2.080
H -1.179 -3.421 -0.200
H -1.002 -2.339 1.137

Forces on atoms 1 to 2 (eV/Å):
Ti -0.14 0.82 -0.18
C 0.61 -0.77 0.51

## Properties
Total charge: +1
LUMO energy (alpha / beta): -0.104 / -0.104 Ha
Frontier orbital gap (alpha / beta): 6.89 / 6.91 eV
Spin multiplicity: 2
Relative energy (zero: lowest compared OMol25 entry of this formula, charge and spin): 175.2 kJ/mol


# 2
Density functional theory data (the ωB97M-V functional and the def2-TZVPD basis) for an isolated molecule of C6H12S.

Atoms and positions in Å:
C 1.407 0.563 0.658
C 1.394 1.854 0.355
C 1.654 -0.550 -0.353
C 0.344 -1.437 -0.340
C -0.843 -1.024 -1.114
C -2.137 0.701 0.814
S -1.565 0.673 -0.820
H 0.838 0.294 1.542
H 1.164 2.559 1.086
H 1.695 2.168 -0.607
H 1.857 -0.046 -1.337
H 2.528 -1.155 -0.034
H 0.674 -2.322 -0.820
H 0.089 -1.609 0.719
H -0.650 -1.103 -2.224
H -1.589 -1.658 -0.819
H -1.835 1.623 1.212
H -3.307 0.529 0.723
H -1.717 -0.058 1.359

Forces on atoms 1 to 2 (eV/Å):
C -0.81 0.13 -0.85
C 0.89 -1.59 0.02

## Properties
LUMO energy: 0.037 Ha
Frontier orbital gap: 8.93 eV
Spin multiplicity: 1
Relative energy (zero: lowest compared OMol25 entry of this formula, charge and spin): 160.3 kJ/mol
SMILES: C=CCCCSC


# 3
Density functional theory data (the ωB97M-V functional and the def2-TZVPD basis) for an isolated molecule of C3H8O2S.

Atoms and positions in Å:
C -0.576 -1.208 -0.686
C -1.042 1.046 0.177
C -0.240 -0.174 0.339
O 2.374 -1.011 0.360
O 1.848 1.163 -0.765
S 1.547 0.214 0.316
H -1.357 -1.878 -0.325
H -0.789 -0.880 -1.695
H 0.349 -1.766 -0.695
H -1.017 1.178 -0.986
H -0.631 2.053 0.576
H -2.001 0.865 0.556
H -0.246 -0.474 1.378
H 1.780 0.873 1.451

Forces on atoms 1 to 2 (eV/Å):
C 0.83 -1.38 0.74
C 1.64 3.28 -2.80

## Properties
LUMO energy: 0.017 Ha
Frontier orbital gap: 11.26 eV
Spin multiplicity: 1
Relative energy (zero: lowest compared OMol25 entry of this formula, charge and spin): 187.1 kJ/mol
SMILES: CC(C)[SH](=O)=O